1.
14
Properties=species:S:1:pos:R:3:nbo_charge:R:1 method="wB97M-V/def2-TZVPD" e_lumo_ev=0.55 spin_multiplicity=1 de_lowest_ev=3.7926 homo_lumo_gap_ev=9.77
O 2.248 -0.857 0.730 -0.54
C 1.183 -1.227 0.284 0.41
C 0.330 -0.456 -0.676 -0.40
C 1.103 0.855 -1.041 -0.35
C -0.091 0.966 -0.227 0.13
O -0.542 0.828 1.084 -0.49
C -1.638 -0.075 0.919 -0.19
S -1.330 -1.119 -0.659 0.21
H 0.799 -2.211 0.541 0.14
H 1.018 1.359 -2.027 0.24
H 2.110 0.726 -0.625 0.28
H -0.871 1.378 -0.851 0.18
H -1.752 -0.689 1.812 0.21
H -2.567 0.523 0.736 0.19

=====

2.
24
Properties=species:S:1:pos:R:3:nbo_charge:R:1 method="wB97M-V/def2-TZVPD" e_lumo_ev=0.44 spin_multiplicity=1 de_lowest_ev=0.6920 homo_lumo_gap_ev=9.28
C -1.031 -3.140 -1.350 -0.25
C 2.687 1.879 1.412 -0.26
C -0.850 -0.617 2.153 -0.25
N 1.259 -0.144 -0.496 -1.47
N -1.221 0.182 -1.845 -0.70
N -0.230 2.126 -0.518 -0.67
O -0.233 -2.048 -0.880 -0.85
O 1.297 1.480 1.523 -0.82
O -0.929 0.365 1.160 -0.77
F -1.986 -0.340 -2.894 -0.27
F 0.756 3.173 -0.714 -0.23
F -2.594 2.205 -1.179 -0.60
P 0.626 -0.998 -1.702 1.50
P -1.138 1.846 -1.940 1.39
P 0.374 0.827 0.409 2.45
H -0.558 -3.532 -2.300 0.17
H -1.897 -2.708 -1.765 0.21
H -1.009 -3.809 -0.559 0.20
H 2.669 2.960 1.278 0.21
H 3.220 1.135 0.674 0.22
H 3.247 1.762 2.373 0.20
H -1.466 -0.331 3.022 0.20
H 0.197 -0.820 2.493 0.19
H -1.191 -1.453 1.645 0.20

=====

3.
14
Properties=species:S:1:pos:R:3:nbo_charge:R:1 method="wB97M-V/def2-TZVPD" e_lumo_ev=0.50 spin_multiplicity=1 de_lowest_ev=2.1205 homo_lumo_gap_ev=9.36
N 1.205 0.302 -1.524 -0.84
C -0.104 -0.159 -1.264 -0.08
C -0.175 -1.193 -0.217 -0.44
C -0.664 0.119 0.146 0.06
O 0.086 0.999 0.892 -0.45
C -0.043 0.870 2.215 0.06
S -1.189 0.010 2.995 -0.10
H 1.208 1.271 -1.822 0.36
H 1.791 -0.206 -2.174 0.37
H -0.872 -0.182 -2.065 0.18
H 0.735 -1.568 0.193 0.24
H -1.005 -1.922 -0.304 0.22
H -1.728 0.244 0.214 0.21
H 0.754 1.416 2.717 0.19

=====

E_HOMO, respectively: -9.2; -8.8; -8.9 eV.